A structure of composition C33H37FeN6O2PS2Te in a non-equilibrium geometry. Source: the OMol25 dataset; level of theory: the ωB97M-V functional and the def2-TZVPD basis.

For the energy relative to the best compared isomer or geometry (same formula, charge and spin), the calculation gives 54.3 kJ/mol. Its LUMO energy (spin up / spin down) is -3.95 / -4.78 eV. Its energy is -4428.089038 Eh. Its net charge is +1. As for the gap between HOMO and LUMO (spin up / spin down): 6.37 / 5.57 eV. The molecular weight comes out at 828.3 g/mol. As for the multiplicity: 6.

Geometry as XYZ:
```
83
C33H37FeN6O2PS2Te the ωB97M-V functional and the def2-TZVPD basis
Fe -0.083 -0.652 -0.912
C 4.370 -0.247 -1.472
C 3.099 -0.773 -1.296
N 2.028 0.005 -1.346
C 2.200 1.300 -1.598
C 3.468 1.800 -1.848
N 4.554 1.036 -1.767
C 0.967 2.134 -1.564
C 0.979 3.516 -1.535
C -0.226 4.207 -1.457
C -1.400 3.462 -1.404
C -1.328 2.083 -1.437
N -0.167 1.441 -1.520
C -2.519 1.200 -1.317
C -3.826 1.627 -1.474
N -4.861 0.817 -1.259
C -4.586 -0.434 -0.907
C -3.279 -0.892 -0.816
N -2.259 -0.069 -1.017
C -0.258 5.691 -1.399
C -1.232 6.409 -2.078
C -1.220 7.794 -1.993
N -0.324 8.478 -1.282
C 0.605 7.780 -0.628
C 0.682 6.395 -0.658
H 5.252 -0.868 -1.376
H 2.939 -1.830 -1.114
H 3.621 2.834 -2.133
H 1.911 4.062 -1.568
H -2.353 3.962 -1.284
H -4.055 2.639 -1.789
H -5.424 -1.089 -0.695
H -3.046 -1.921 -0.566
H -1.973 5.907 -2.689
H -1.964 8.380 -2.520
H 1.319 8.356 -0.050
H 1.446 5.879 -0.088
C -0.261 -8.893 -0.868
C -0.282 -7.413 -1.150
C -1.397 -6.803 -1.712
C -1.430 -5.442 -1.994
C -2.670 -4.826 -2.595
C -0.295 -4.696 -1.687
Te -0.268 -2.687 -2.286
C 0.837 -5.255 -1.092
C 2.061 -4.451 -0.736
C 0.820 -6.622 -0.844
H -1.213 -9.359 -1.116
H -0.050 -9.084 0.185
H 0.520 -9.385 -1.451
H -2.271 -7.404 -1.945
H -3.406 -5.592 -2.833
H -2.441 -4.281 -3.514
H -3.135 -4.125 -1.897
H 1.787 -3.451 -0.393
H 2.730 -4.351 -1.598
H 2.620 -4.936 0.063
H 1.697 -7.080 -0.395
C -2.324 1.792 2.347
C -0.983 2.227 2.906
C -0.133 2.949 1.882
O -0.171 1.149 3.442
P -0.278 -0.421 3.274
S -1.860 -1.295 3.884
S 0.094 -0.797 1.259
O 1.015 -0.894 4.028
C 2.345 -0.300 4.173
C 2.878 0.313 2.893
C 2.322 0.673 5.334
H -2.860 2.682 2.006
H -2.927 1.285 3.099
H -2.192 1.111 1.503
H -1.153 2.879 3.759
H 0.070 2.282 1.040
H 0.817 3.259 2.320
H -0.656 3.839 1.523
H 2.956 -1.161 4.432
H 2.284 1.177 2.592
H 2.879 -0.413 2.079
H 3.905 0.641 3.069
H 1.703 1.539 5.098
H 3.339 1.010 5.550
H 1.921 0.190 6.225
```